# C32H86ClO35S11

A 12-piece molecular cluster, C32H86ClO35S11 overall (ωB97M-V with the def2-TZVPD basis set, the Open Molecules 2025 dataset).

```
165
Properties=species:S:1:pos:R:3:mulliken_charge:R:1
Cl -0.2785 0.1284 1.1560 0.224
O 0.2373 1.4082 0.6603 -0.335
O 0.6947 -0.3952 2.0851 -0.104
O -1.6085 0.2725 1.7807 -0.263
O -0.4468 -0.8044 0.1035 -0.361
O 0.0532 -6.0325 4.4730 -0.584
S -1.2598 -6.5414 4.0913 1.143
O -2.2363 -7.1344 5.0429 -0.603
O -2.0804 -5.4059 3.1852 -0.378
C -1.6219 -4.0540 3.2166 -0.203
C -1.5827 -3.5255 1.7518 -0.704
C -0.9265 -7.5878 2.6422 -0.808
H -0.6683 -3.8206 3.6903 0.272
H -2.4023 -3.6082 3.8332 0.261
H -2.4408 -3.4179 1.0883 0.330
H -0.8727 -4.0916 1.1488 0.232
H -1.2415 -2.4924 1.8184 0.076
H 0.1514 -7.6370 2.4878 0.312
H -1.5022 -7.1241 1.8412 0.243
H -1.1122 -8.6460 2.8263 0.335
O 2.7667 -5.3267 -3.8987 -0.601
S 2.9618 -3.8903 -3.5292 0.929
O 2.1921 -2.7786 -4.0070 -0.436
O 3.0462 -3.9432 -1.8266 -0.320
C 3.0097 -2.6987 -1.1250 -0.131
C 2.8572 -3.1032 0.2954 -0.716
C 4.8048 -3.4719 -4.0269 -0.930
H 2.3496 -1.8644 -1.3620 0.296
H 4.0594 -2.4226 -1.2253 0.309
H 3.7787 -3.6359 0.5302 0.368
H 1.9664 -3.7026 0.1077 0.163
H 2.6065 -2.2644 0.9449 0.035
H 4.8152 -3.3130 -5.1052 0.358
H 5.4149 -4.3367 -3.7659 0.342
H 5.1743 -2.5967 -3.4927 0.292
O -0.8400 5.2475 -1.4368 -0.614
S 0.5641 5.2530 -1.9214 0.968
O 0.9622 4.4526 -3.0932 -0.498
O 1.1018 6.7403 -2.1770 -0.302
C 1.9800 7.0342 -3.2407 0.453
C 2.0637 8.5110 -3.5382 -1.302
C 1.6745 4.7453 -0.4555 -0.305
H 1.5802 6.5069 -4.1069 0.121
H 2.9539 6.5486 -3.1796 -0.013
H 1.0743 8.7097 -3.9504 0.317
H 2.9135 8.7306 -4.1845 0.378
H 2.2431 9.0541 -2.6104 0.321
H 1.1779 3.9376 0.0823 0.037
H 1.7700 5.6394 0.1605 0.429
H 2.6284 4.3617 -0.8175 -0.075
O 4.8666 -1.1252 3.1329 -0.603
S 4.2383 -2.0918 4.1180 1.114
O 4.2578 -3.5684 3.8297 -0.613
O 4.9620 -1.8095 5.5956 -0.361
C 5.3943 -0.4638 5.9389 0.341
C 6.4844 -0.6273 7.0175 -1.435
C 2.4761 -1.6360 4.6372 -0.477
H 4.5799 0.1661 6.2966 0.073
H 5.9379 -0.0311 5.0991 0.287
H 6.1583 -1.3597 7.7560 0.320
H 6.6032 0.3315 7.5221 0.399
H 7.3332 -1.1204 6.5439 0.341
H 1.8920 -2.1403 3.8674 0.230
H 2.4285 -0.5516 4.7368 -0.114
H 2.2793 -2.0803 5.6130 0.466
O 3.9962 -0.1441 -5.9901 -0.619
S 3.5220 1.0217 -5.2656 1.030
O 4.4409 1.7519 -4.3661 -0.497
O 2.7996 2.0790 -6.3475 -0.478
C 2.2451 3.2601 -5.7636 0.581
C 2.1400 4.4977 -6.7097 -1.418
C 1.9175 0.4468 -4.5639 -0.300
H 2.8359 3.4557 -4.8687 0.035
H 1.3731 3.0572 -5.1420 0.101
H 1.4341 5.3003 -6.4962 0.329
H 1.9206 4.2385 -7.7454 0.383
H 3.1524 4.8920 -6.6221 0.373
H 1.3429 0.2764 -5.4743 0.371
H 1.4722 1.1662 -3.8766 0.090
H 2.1193 -0.4812 -4.0289 0.097
O -3.4561 1.4221 -6.6446 -0.663
S -2.6703 0.6814 -5.6025 1.055
O -1.2523 0.4290 -5.8701 -0.532
O -2.9110 1.2811 -4.0650 -0.348
C -2.1523 0.5915 -3.0814 0.477
C -1.3125 1.6586 -2.4698 -1.106
C -3.3760 -1.0290 -5.3543 -0.625
H -1.4129 -0.1198 -3.4495 0.466
H -2.8099 0.1472 -2.3341 -0.229
H -0.7568 2.2488 -3.1985 -0.043
H -0.6755 1.0949 -1.7882 0.208
H -1.8665 2.4620 -1.9844 0.503
H -3.5549 -1.2070 -4.2939 0.005
H -2.7806 -1.8240 -5.8031 0.314
H -4.3645 -1.0224 -5.8136 0.392
O -4.7997 -3.8028 -6.1179 -0.598
S -4.4858 -4.6168 -4.9828 1.194
O -3.7125 -5.8375 -5.2272 -0.613
O -3.8154 -3.6111 -3.7718 -0.125
C -3.2400 -4.0661 -2.5569 -0.275
C -1.6853 -4.2099 -2.7911 -1.063
C -6.2191 -4.9966 -4.2692 -0.966
H -3.5966 -4.9910 -2.1034 0.355
H -3.4148 -3.4823 -1.6531 0.184
H -1.3964 -5.0729 -3.3910 0.431
H -1.1601 -4.3277 -1.8433 0.304
H -1.2219 -3.3706 -3.3098 0.254
H -6.4923 -5.9994 -4.5977 0.363
H -6.9248 -4.2439 -4.6205 0.324
H -6.2610 -4.9095 -3.1835 0.316
O 4.5403 2.9369 5.0321 -0.654
S 3.1459 2.4948 5.0040 1.348
O 2.6520 1.4438 5.8993 -0.648
O 2.0973 3.7981 5.2614 -0.429
C 0.7509 3.8103 4.6907 0.294
C 0.5562 5.0375 3.7691 -0.985
C 2.7573 1.9260 3.2403 -0.930
H -0.0380 3.9390 5.4318 0.300
H 0.5916 2.8590 4.1830 0.028
H -0.5083 5.2520 3.6754 0.383
H 0.9264 4.8622 2.7589 0.029
H 1.0709 5.9773 3.9693 0.354
H 2.5541 2.6205 2.4252 0.515
H 1.7580 1.5170 3.3896 -0.063
H 3.2767 1.0494 2.8532 0.467
O -5.2848 -0.7818 4.5921 -0.592
S -4.4936 -0.0004 5.5172 1.128
O -5.0135 0.7445 6.6628 -0.639
O -3.3228 -1.0021 5.9824 -0.220
C -2.7235 -0.6980 7.1956 -0.499
C -1.1524 -0.7434 7.0419 -0.924
C -3.4182 1.1509 4.6036 -0.672
H -3.0461 -1.4401 7.9258 0.350
H -3.0309 0.2248 7.6876 0.430
H -0.8452 -1.7849 6.9474 0.301
H -0.7556 -0.2868 7.9487 0.387
H -0.7944 -0.2796 6.1228 0.155
H -3.0287 0.5552 3.7779 0.056
H -2.6928 1.5238 5.3267 0.253
H -3.8614 2.1175 4.3643 0.497
O -5.1921 -0.7303 -2.3341 -0.459
S -5.7048 0.0018 -1.2238 1.070
O -6.4748 1.2644 -1.5906 -0.717
O -6.8529 -1.0615 -0.5334 -0.249
C -7.8880 -0.5416 0.3372 -0.250
C -9.1422 -1.2935 -0.0503 -1.270
C -4.4399 0.2616 0.0628 -0.845
H -8.0019 0.5077 0.0651 0.365
H -7.5761 -0.5549 1.3815 0.331
H -9.2339 -2.3764 0.0336 0.335
H -9.4062 -1.1761 -1.1013 0.291
H -9.9107 -0.8346 0.5717 0.357
H -4.0975 1.2566 -0.2215 0.372
H -3.6203 -0.4438 -0.0739 0.076
H -4.7881 0.2508 1.0956 0.553
C 5.2763 4.3602 -2.6817 -0.212
S 5.8129 4.0479 -0.9812 0.366
O 4.9888 4.9245 -0.0380 -0.613
C 5.2627 2.3813 -0.5561 -0.641
H 4.2057 4.5407 -2.7775 -0.314
H 5.6132 3.4962 -3.2545 0.255
H 5.7352 5.3000 -2.9888 0.421
H 6.0119 1.6900 -0.9421 0.440
H 4.4496 2.0553 -1.2047 0.166
H 4.9729 2.2492 0.4863 0.188
```

F_max	5.1	eV/A
2S+1	1
charge	-1
E	-8743.89541	Eh
LUMO energy	1.75	eV
gap between HOMO and LUMO	0.33555	Eh
HOMO energy	-7.377	eV